1.
Formula: C42H52FeN6O5Si2Te
Source: the OMol25 dataset
Level of theory: ωB97M-V/def2-TZVPD

Structure (ORCA input):
```
! wB97M-V def2-TZVPD RIJCOSX def2/J DEFGRID3
* xyz -1 6
Te 0.9892 -2.4440 0.8664
Fe -0.2329 1.9132 0.2182
Si 2.2873 -2.5620 -2.2048
Si 0.1466 -5.6674 1.2405
O -1.9695 2.6484 0.7691
O -2.3247 2.6902 -5.7160
O 1.5924 1.8947 -0.4864
O -0.0993 -1.1355 -5.0245
O -1.4416 1.0711 -1.3931
N -0.0030 0.4399 1.7931
N 1.1446 -0.2243 1.5586
N -0.6775 3.9480 2.1821
N 0.3014 3.5514 1.2698
N -1.2453 0.7833 -5.2555
N -0.6767 -0.0917 -3.0813
C 5.0893 3.9134 0.3516
C 4.7384 1.1732 3.0132
C 2.8832 -1.1810 -3.3748
C -0.6470 -5.1925 2.9288
C 2.3089 1.2267 3.0146
C -1.3102 4.0236 -2.8784
C 3.9073 4.3346 0.8582
C 2.6385 2.5883 -0.1552
C -4.3358 3.2738 2.2059
C 0.2128 -4.2269 -0.0252
C -2.3144 0.1123 2.1063
C -2.0114 1.8059 -4.9018
C 1.4340 -3.7340 -3.3627
C -4.1573 0.2922 -2.1110
C -3.6967 0.9809 -3.4523
C 2.2831 0.3471 1.9333
C 1.4553 4.1143 1.3822
C -2.4085 1.7710 -3.4633
C -5.3936 3.4311 3.0588
C -3.4020 -0.7041 2.0729
C 1.9244 -6.0491 1.6760
C 3.4914 -0.1589 1.4516
C -1.8115 3.4169 1.7820
C -3.9480 4.4631 4.6296
C -5.2249 3.9887 4.2844
C -0.6530 -0.2496 -4.4378
C 3.8390 2.1896 -0.7246
C -1.0500 -0.4485 1.7476
C -3.0874 3.6855 2.5647
C -0.9327 -1.7735 1.4243
C 3.6931 -3.5135 -1.4002
C 5.0626 2.7488 -0.4451
C -0.5785 -7.1948 0.3126
C -2.9013 4.3319 3.7579
C -1.3996 0.9228 -2.5972
C 1.2452 -1.5562 -1.0547
C -2.5362 3.1324 -2.8174
C -2.0276 -2.6119 1.4175
C 3.5125 1.6842 3.5121
C 2.6267 3.7573 0.5790
C 4.7107 0.2359 1.9378
C -3.2950 -2.0706 1.7525
H -1.5975 -6.9177 0.0740
H -6.3812 2.9598 2.7174
H -1.4570 4.9842 -2.4126
H -3.2843 3.6859 -3.3395
H 3.3111 -4.4713 -0.9811
H 4.3758 -3.6804 -2.2426
H -2.8521 2.9381 -1.7579
H 2.1004 -0.4756 -3.6098
H 2.0292 -6.8538 2.4285
H 3.9024 5.1761 1.5448
H 3.5640 -1.5156 -4.2345
H -0.3533 -6.0197 3.5889
H -3.6135 -0.6670 -1.9600
H -3.8944 4.8713 5.6192
H -0.5916 -3.8977 -0.6749
H -4.0369 0.9476 -1.2449
H -1.8872 4.5765 3.9316
H 0.3903 -3.3829 -3.5687
H -0.4910 3.5956 -2.3392
H 1.4112 -4.8050 -3.1565
H -1.0110 4.1782 -3.9730
H -0.6348 -8.0933 0.9125
H -4.3321 -0.3471 2.4885
H 5.6387 1.4542 3.5041
H -0.0952 -7.4931 -0.6116
H -4.5550 1.6564 -3.8219
H -5.2335 0.0389 -2.2193
H -4.0596 -2.8220 1.6898
H 2.4029 -6.3697 0.7473
H -3.6100 0.2402 -4.2634
H 5.6790 -0.1418 1.5619
H -0.8689 0.5963 -6.1682
H 1.8203 -0.6147 -0.8110
H 3.4094 -0.5432 -2.7396
H 0.9983 -4.6616 -0.5823
H 0.3413 -1.2320 -1.5491
H 3.7670 1.2410 -1.2460
H -6.0552 3.9567 4.9554
H -1.6923 -5.0724 3.0338
H 1.4486 1.6293 3.4767
H 2.0029 -3.7258 -4.3260
H -4.4358 2.7141 1.1995
H -2.3937 1.1603 2.3610
H 4.2453 -3.0313 -0.6665
H -0.0474 -4.3590 3.2375
H 2.3654 -5.1407 2.0663
H 6.0896 4.4626 0.5748
H 3.5841 -0.8207 0.6553
H -1.9211 -3.6882 1.3104
H 5.8961 2.3502 -0.9152
H 3.4563 2.4249 4.3205
H 1.4319 4.9090 2.1261
*
```

Calculated values
**HOMO-LUMO gap (spin up / spin down)**: 6.257 / 6.161 eV
**Relative energy (zero: lowest compared OMol25 entry of this formula, charge and spin)**: 0.00 kcal/mol
**Expectation value of S²**: 8.788



2.
Formula: C4H5ClN2O
Source: the OMol25 dataset
Level of theory: ωB97M-V/def2-TZVPD

Structure (ORCA input):
```
! wB97M-V def2-TZVPD RIJCOSX def2/J DEFGRID3
* xyz 0 1
Cl 2.0464 1.4104 -0.1093
O 2.2995 -1.8912 0.0185
N -1.1594 -0.7365 0.0000
N -0.5037 0.3933 -0.0576
C -0.3023 -1.7552 0.0477
C 0.7994 0.3190 -0.1821
C 0.9919 -1.4232 0.0668
C -1.3367 1.6232 -0.0082
H -0.8553 2.4623 0.4096
H -2.2764 1.5376 0.6102
H -0.6992 -2.8062 -0.1106
H -1.7920 1.9600 -1.0153
H 2.7878 -1.0934 0.3303
*
```

Calculated values
**HOMO-LUMO gap**: 8.443 eV
**Relative energy (zero: lowest compared OMol25 entry of this formula, charge and spin)**: 86.00 kcal/mol
**SMILES string**: Cn1ncc(O)c1Cl



3.
Formula: C5H5NO2S
Source: the OMol25 dataset
Level of theory: ωB97M-V/def2-TZVPD

Structure (ORCA input):
```
! wB97M-V def2-TZVPD RIJCOSX def2/J DEFGRID3
* xyz 0 1
S 1.6527 2.3055 -1.5643
O -1.1123 0.5602 -1.0011
O -2.2957 -2.6604 -0.1752
N 1.1183 1.2406 -0.4262
C 0.0492 0.4921 -0.3066
C -2.1995 -0.2196 -0.6745
C 0.6572 -0.3889 0.7892
C -2.2152 -1.5228 -0.3787
C 1.8953 0.4836 0.6297
H 1.9607 1.1011 1.5630
H -3.2022 0.3483 -0.8499
H 0.7671 -1.4779 0.4920
H 2.7542 0.1877 0.0735
H 0.1703 -0.4495 1.8290
*
```

Calculated values
**HOMO-LUMO gap**: 7.101 eV
**Relative energy (zero: lowest compared OMol25 entry of this formula, charge and spin)**: 98.28 kcal/mol
**SMILES string**: O=C=COC1=[N+]([S-])CC1



4.
Formula: C30H39BN2O7
Source: the OMol25 dataset
Level of theory: ωB97M-V/def2-TZVPD

Structure (ORCA input):
```
! wB97M-V def2-TZVPD RIJCOSX def2/J DEFGRID3
* xyz 0 1
O 3.1510 -3.5903 11.1986
O -2.1086 4.9988 12.7371
O -0.4311 4.2654 8.8337
O 1.5974 2.8146 11.8926
O -1.3235 2.4185 7.8627
O 0.3500 4.5253 11.0392
O -1.9013 4.9774 10.4699
N 0.0947 -1.8512 11.1576
N 1.2612 -3.2989 9.9040
C 2.5162 -0.2391 10.7008
C 1.3516 -2.0668 11.8808
C -1.3138 -4.7612 8.9868
C -2.3219 0.8942 10.7541
C -0.8219 -4.8018 11.4354
C -1.1808 -3.9088 10.2455
C -6.1080 0.4178 9.0802
C 1.8517 1.0759 8.7744
C -0.9054 3.5687 7.8042
C -2.1068 5.5634 11.6567
C -0.0899 -2.7852 10.0301
C -2.3523 7.0484 11.4971
C 3.8551 -0.2674 8.6872
C 1.7081 0.7278 10.1117
C -3.5911 0.9947 10.1064
C 1.7997 -4.0355 8.7845
C 2.6331 4.9153 11.4280
C 2.1728 -0.7899 12.0570
C -0.8070 4.3741 6.5292
C 2.9374 0.5756 8.0523
C -3.7202 0.5357 8.7741
C -4.9683 0.1792 8.2895
C 2.0560 -3.0715 11.0032
C -1.4412 -0.1406 10.4152
C 1.4722 3.9570 11.4635
C -0.6116 -0.7251 11.3606
C -2.5348 -3.2565 10.4968
C 3.6249 -0.7064 9.9919
C -4.7477 1.3882 10.8298
C -5.9990 1.0280 10.3471
B -0.7774 4.0556 10.2535
H 1.0567 -4.0666 7.9809
H -1.5766 -4.1464 8.1136
H -5.0430 -0.2826 7.3012
H 1.1003 -2.5374 12.8408
H -4.6098 1.8902 11.7929
H 1.0942 1.7129 8.3163
H -0.4130 -5.3448 8.7701
H 0.2468 4.5619 6.2908
H -2.5133 7.3009 10.4474
H -2.1748 1.4639 11.6748
H -1.2745 3.8628 5.6889
H 2.8018 5.2137 10.3904
H 1.6362 -0.0478 12.6552
H -1.6008 -5.5739 11.5209
H -1.4578 7.5563 11.8650
H -3.2868 -4.0502 10.6326
H -0.8013 -4.2414 12.3784
H -7.0900 0.1408 8.6930
H -1.2925 5.3404 6.6948
H -3.1926 7.3741 12.1121
H -1.1264 2.8233 10.5726
H 0.9191 1.1887 10.6939
H 4.7403 -0.6168 8.1554
H -6.8894 1.2103 10.9594
H 3.0613 0.8531 7.0019
H 3.5254 4.4360 11.8276
H 0.1307 -5.3257 11.2894
H 2.0674 -5.0645 9.0895
H 2.7067 -3.5236 8.4101
H 4.2778 -1.4486 10.4561
H -0.3546 -2.2345 9.1114
H -0.4524 -0.2160 12.3207
H -2.8183 0.4707 8.1655
H 3.0857 -1.0661 12.6005
H -1.3792 -0.4878 9.3750
H -2.1308 -5.4810 9.1455
H -2.8427 -2.6436 9.6370
H -2.5289 -2.6395 11.4027
H 2.3719 5.8010 12.0120
*
```

Calculated values
**HOMO-LUMO gap**: 6.806 eV
**Relative energy (zero: lowest compared OMol25 entry of this formula, charge and spin)**: 0.00 kcal/mol



5.
Formula: C3H12NNdOP
Source: the OMol25 dataset
Level of theory: ωB97M-V/def2-TZVPD

Structure (ORCA input):
```
! wB97M-V def2-TZVPD RIJCOSX def2/J DEFGRID3
* xyz 3 4
Nd 1.5072 1.5260 1.5075
P -0.4140 -1.2685 0.0214
O -0.1476 0.3305 1.3758
N -0.5591 -2.5395 -1.0832
C -0.7285 1.6047 0.9531
C 1.4214 -1.0478 -0.2247
C -0.1572 2.1757 -0.4034
H -1.4608 -2.6401 -1.5446
H -0.6163 1.6247 -1.2244
H -1.3640 -0.4828 -0.6202
H -0.2849 -3.4566 -0.7342
H 1.8213 -0.0230 -0.4317
H -1.8196 1.5664 0.9586
H 0.9404 2.0967 -0.5937
H 1.9420 -1.4161 0.6740
H 1.6785 -1.6548 -1.0915
H -0.4886 2.3308 1.7702
H -0.8173 -1.9526 1.1649
H -0.4529 3.2263 -0.4742
*
```

Calculated values
**HOMO-LUMO gap (spin up / spin down)**: 6.314 / 7.107 eV
**Expectation value of S²**: 3.753



6.
Formula: C10H13Cl
Source: the OMol25 dataset
Level of theory: ωB97M-V/def2-TZVPD

Structure (ORCA input):
```
! wB97M-V def2-TZVPD RIJCOSX def2/J DEFGRID3
* xyz 0 1
Cl -1.3468 2.3333 0.1395
C 1.3678 2.0785 -0.4957
C -0.9148 -2.9055 1.3478
C -2.3321 -3.1461 1.8143
C -1.2025 -2.8761 2.7777
C 1.6072 3.5904 -0.5946
C 0.8364 0.2864 -2.4939
C -0.0513 -0.7265 0.1524
C 0.5674 1.5423 -1.6962
C -0.5240 -1.7074 0.6649
C -0.0050 1.4540 -0.3626
H 2.3206 3.8659 -1.4371
H 1.2534 -0.5097 -1.7583
H -0.1460 -0.0594 -2.9580
H 1.5534 0.2863 -3.3257
H -0.0825 -3.6898 1.2847
H 2.1835 1.3321 -0.1865
H -1.3358 -1.9006 3.2520
H 0.2921 2.3857 -2.3006
H 2.0094 4.1303 0.2495
H -2.8046 -4.0624 1.7770
H -2.9948 -2.2165 1.6753
H 0.6516 4.1342 -0.9450
H -0.9026 -3.6192 3.4191
*
```

Calculated values
**HOMO-LUMO gap**: 8.610 eV
**Relative energy (zero: lowest compared OMol25 entry of this formula, charge and spin)**: 112.77 kcal/mol



7.
Formula: C20H25N3O2
Source: the OMol25 dataset
Level of theory: ωB97M-V/def2-TZVPD

Structure (ORCA input):
```
! wB97M-V def2-TZVPD RIJCOSX def2/J DEFGRID3
* xyz 0 1
O -0.1487 0.3005 -0.8079
O -3.3671 1.3983 -1.9230
N 1.4305 3.5584 0.1822
N -1.9255 2.6307 -0.8335
N 2.5902 4.5727 1.6859
C 1.3118 -6.8344 1.9364
C 1.0320 -5.4820 1.5416
C 1.2759 6.0539 0.4436
C 0.4989 3.2763 -0.6683
C 0.6180 -3.5668 -0.2442
C -0.7832 2.8326 0.0550
C 1.9305 -2.6250 -0.1241
C 2.2693 2.5202 1.0888
C -0.7476 -1.8327 -0.7886
C 0.3099 -0.8839 -0.7358
C -2.3424 1.4498 -1.4924
C 0.9332 -5.0964 -0.1822
C -3.5428 -1.6418 -1.1300
C -2.7984 3.8493 -1.1702
C -0.7680 -3.1148 -0.3904
C 1.8090 4.6911 0.8796
C -1.5232 0.2294 -1.1855
C -2.0814 -1.0032 -0.8751
C 1.5138 -1.3790 -0.4680
C 2.8439 3.2444 1.8228
H 0.2099 -5.8586 -0.4649
H 0.0505 -5.1176 1.9286
H -0.8425 2.0598 0.6910
H 2.4558 -7.0900 1.4156
H -3.4122 -2.3501 -1.7389
H 3.5084 2.8180 2.7901
H 0.0234 6.0102 0.6664
H 2.2572 -0.6593 -0.6185
H -3.5745 -2.1525 -0.1638
H -3.2677 3.4496 -2.1749
H 1.6743 6.9543 1.2432
H -2.0922 4.4266 -1.8372
H 0.0869 4.2434 -1.3062
H 1.5283 6.3350 -0.5034
H -4.1407 -0.7717 -1.3405
H -1.3031 -3.8123 -0.5323
H -1.3296 3.6373 0.7273
H 1.8742 -5.4166 -0.3968
H -3.3984 4.2399 -0.5689
H 2.9020 -2.9331 -0.1037
H 1.3944 -6.8178 3.0069
H 0.6516 2.5828 -1.3382
H 1.8804 -4.8420 2.0323
H 2.0687 1.4907 0.5841
H 0.4563 -7.5733 1.3863
*
```

Calculated values
**HOMO-LUMO gap**: 8.565 eV
**Relative energy (zero: lowest compared OMol25 entry of this formula, charge and spin)**: 392.58 kcal/mol



8.
Formula: C34H56O26S5
Source: the OMol25 dataset
Level of theory: ωB97M-V/def2-TZVPD

Structure (ORCA input):
```
! wB97M-V def2-TZVPD RIJCOSX def2/J DEFGRID3
* xyz 0 1
S -7.0477 -1.0755 -6.2941
S -4.5175 -0.1147 -4.4934
S -4.1218 -5.6507 -0.8974
S -0.7256 7.5833 3.5163
S 10.2432 0.7716 -1.2883
O -1.5832 8.6303 3.1044
O -5.7473 -1.4643 -6.6538
O -0.3318 6.5150 2.6688
O -4.5881 -1.5136 -4.6785
O -1.3240 6.9384 4.8599
O 11.8355 0.6449 -1.4719
O -3.6852 0.1008 -3.1287
O -5.0791 -4.9244 -1.9582
O 0.2362 -3.0221 0.5772
O 9.8791 2.1382 -1.3464
O -2.6918 1.0725 1.2235
O -7.5169 0.0713 -7.3229
O 9.6241 -0.2130 -2.0988
O -2.8874 -5.9336 -1.8850
O 0.6906 0.9204 5.2461
O -3.7032 -4.6913 0.0633
O -8.0403 -2.2396 -6.8213
O -4.0743 -1.2701 0.6987
O -4.0189 0.7767 -5.4764
O -7.4436 -0.6973 -4.9897
O 0.5997 8.2217 4.1597
O -5.9261 0.4629 -3.9824
O -0.4263 -3.3736 2.7057
O -4.7116 -6.8835 -0.5267
O 10.1733 0.2922 0.2456
O 6.1877 -1.7100 -1.7252
C 0.5400 8.1342 5.5880
C -0.0966 2.2102 3.4252
C -8.3809 -0.4853 -8.3168
C -5.8970 0.5485 -2.5489
C -0.4586 2.8307 0.0139
C 7.4442 -2.3454 -1.7066
C 4.6277 -0.4539 -0.3271
C -9.0584 -1.6578 -7.6385
C -4.4606 0.8608 -2.2020
C -3.2656 -5.6387 -3.2377
C -1.0117 -0.1760 4.0636
C 1.4830 1.6472 -1.1689
C -0.8307 -1.3290 5.0391
C -1.8990 -0.1889 3.0620
C -1.1337 3.2998 1.3381
C -0.0936 1.0008 4.3104
C 1.9625 3.2643 4.4668
C -0.9924 2.1966 2.3913
C 0.8331 3.3319 3.6642
C 3.8380 0.5136 -1.2259
C 0.5907 -2.4687 3.1901
C -0.3688 -5.2452 1.0790
C 0.4170 -2.1759 4.6720
C 2.2963 0.3320 -1.0558
C 12.4572 0.4032 -0.2059
C 11.4108 -0.3299 0.6066
C -1.9151 1.0252 2.1659
C -0.1517 -3.7875 1.4392
C -2.8604 -1.3340 2.8031
C -4.3167 -4.5560 -3.1192
C 6.0786 -0.6559 -0.7790
C 0.8090 1.9868 0.1982
C -2.9085 -1.7978 1.3392
C -0.3053 6.9087 5.8665
H 4.0939 1.5619 -1.0345
H 0.0723 -5.4492 0.1016
H 6.5353 0.2613 -1.1849
H 0.0636 9.0410 5.9667
H -9.8708 -1.3261 -6.9870
H -7.7661 -0.8162 -9.1569
H -9.0910 0.2627 -8.6610
H 4.0656 0.2675 -2.2716
H 2.0921 2.4790 -1.5339
H -0.7483 6.9234 6.8587
H 1.8529 3.2201 5.5525
H -1.9907 -1.5872 0.7763
H -4.9569 -4.4950 -3.9946
H 0.2719 5.9891 5.7397
H -3.0392 -2.8972 1.3461
H -6.2051 -0.4223 -2.1509
H -2.6296 -2.2065 3.4106
H 6.6572 -0.9298 0.1196
H 2.9782 3.2643 4.0664
H 1.3018 -1.6145 4.9918
H -1.7449 -1.9036 5.1780
H 0.3963 -3.1303 5.2113
H -1.4405 -5.4449 0.9722
H 11.5808 -0.2493 1.6769
H 1.9596 -0.3501 -1.8463
H -3.9474 -1.4785 -0.2343
H -2.2026 3.3961 1.1123
H 13.3653 -0.1803 -0.3350
H 0.6192 1.0171 0.6705
H -1.2094 2.2790 -0.5628
H 1.5447 -3.0107 3.0846
H -3.8661 -1.0112 3.1100
H -0.6129 -0.8637 6.0095
H -4.2093 0.5846 -1.1785
H -9.4399 -2.3862 -8.3494
H -3.8647 -3.5794 -2.9348
H -4.2391 1.9195 -2.3559
H 4.1525 -1.4397 -0.2842
H 1.5228 2.5812 0.7881
H 0.6422 1.4358 -1.8438
H 0.0992 -5.9317 1.7922
H 0.6933 -1.5741 2.5702
H 4.6766 -0.0145 0.6787
H 0.6319 4.3303 3.2214
H 12.7059 1.3673 0.2429
H 11.3562 -1.3844 0.3258
H -3.6767 -6.5475 -3.6824
H 8.1749 -1.8705 -1.0457
H 7.8934 -2.3476 -2.7098
H 2.1424 -0.2044 -0.1107
H -0.1660 3.7215 -0.5595
H -0.8124 4.2721 1.7054
H 7.3637 -3.4079 -1.4237
H 1.5407 8.0509 6.0043
H -6.5808 1.3163 -2.1974
H -2.4013 -5.3146 -3.8114
*
```

Calculated values
**HOMO-LUMO gap**: 6.257 eV
**SMILES string**: C=CC1=C(CCCCCCCCOC)C(=O)C(CCO)=C(CCCOC(C)=O)C1=O.O=S1(=O)OCCO1.O=S1(=O)OCCO1.O=S1(=O)OCCO1.O=S1(=O)OCCO1.O=S1(=O)OCCO1